1.
13
Properties=species:S:1:pos:R:3:forces:R:3 method="wB97M-V/def2-TZVPD" total_charge=+1 homo_ev="-13.3 / -15.9" homo_lumo_gap_ha="0.3554 / 0.2427" energy_ev=-15059.1713 e_above_lowest_kj_mol=21.88 spin_multiplicity=4
H 1.3577 -1.3164 1.3208 -0.27 0.57 0.07
C -0.0110 1.0191 -0.9218 1.28 0.76 -5.51
H -0.3887 -2.1893 -0.6436 0.19 0.38 0.12
C 0.1579 -1.2581 -0.4503 0.40 0.28 -1.60
H 1.1353 -1.2594 -0.9517 -0.24 -0.15 0.16
O -0.6124 -0.1850 -0.9974 -0.36 -0.05 1.09
Au -1.2397 1.3573 1.6305 -6.49 4.10 2.08
O 0.1631 0.3709 1.2576 6.66 -4.32 -0.77
O 1.0629 1.3009 -1.4250 -1.52 -0.63 2.38
O -0.9984 1.9555 -0.7438 0.05 -0.57 1.32
C 0.3371 -0.9957 1.0430 0.11 -1.47 1.04
H -0.3665 -1.6324 1.6098 -0.09 0.67 0.01
H -0.5973 2.8328 -0.7282 0.26 0.43 -0.40

***

2.
9
Properties=species:S:1:pos:R:3:forces:R:3 method="wB97M-V/def2-TZVPD" homo_ev=-10.0 homo_lumo_gap_ha=0.3973 energy_ev=-3865.8828 e_above_lowest_kj_mol=5.71
C 0.0498 0.9482 -0.3201 1.02 0.85 0.57
H 0.1675 1.9289 0.0946 0.05 0.38 0.73
H 0.1367 1.0521 -1.3351 0.41 0.25 -2.70
H 0.2017 -2.2953 0.1524 -1.24 1.11 0.24
H -2.1217 0.1712 0.5669 0.55 -0.24 -0.37
H 1.9134 -0.2875 0.5920 -2.26 0.04 -0.83
C 0.8202 -0.2574 0.1432 2.15 0.37 1.35
B -1.0437 -0.0381 0.0251 -2.67 -0.70 1.85
C -0.1240 -1.2222 0.0809 1.98 -2.06 -0.86

***

3.
17
Properties=species:S:1:pos:R:3:forces:R:3 method="wB97M-V/def2-TZVPD" homo_ev=-9.2 homo_lumo_gap_ha=0.3361 energy_ev=-96826.6151
H 1.5120 -0.4002 2.0156 -0.03 -0.05 0.01
F -0.1432 -1.3864 0.4742 -0.05 -0.02 -0.01
H 1.4179 -2.2513 -0.4163 -0.11 -0.03 0.02
C 2.5611 0.3432 -0.4739 -0.01 0.03 0.04
H -5.0303 0.8422 -0.2100 -0.07 0.01 0.01
O 1.3503 -0.2295 -0.7479 0.07 -0.12 -0.10
Br -2.1889 0.8944 1.8276 0.09 0.05 0.12
O 3.0875 1.1586 -1.1470 -0.04 0.01 0.03
C 2.0663 -0.9915 1.2845 -0.05 0.01 0.03
O -4.1763 1.2084 -0.4610 0.07 -0.10 -0.04
B -1.6798 1.1752 -1.2338 0.03 -0.21 0.01
H 2.5282 -1.8511 1.7596 0.06 0.00 -0.05
H -1.3542 2.2949 -0.9942 -0.03 -0.01 0.00
P -2.9575 0.1333 -0.1461 -0.09 0.19 -0.07
F -1.2212 0.5712 -2.3126 0.02 0.09 0.00
O 3.0657 -0.1794 0.6680 0.02 0.04 0.02
C 1.1625 -1.3319 0.1134 0.12 0.13 -0.03